## A
ORCA calculation (ωB97M-V with the def2-TZVPD basis set) on a 2-piece molecular cluster, C6H16NS overall.

Geometry as XYZ:
```
24
Properties=species:S:1:pos:R:3:lowdin_charge:R:1
C -1.2659 3.3539 -2.4604 -0.07
C -1.0630 2.6628 -1.1540 -0.12
C -1.2130 1.3628 -0.9879 -0.11
N -1.0371 0.7226 0.3258 0.13
H -1.7139 2.6936 -3.1997 0.09
H -1.8900 4.2346 -2.3292 0.09
H -0.3014 3.7105 -2.8363 0.09
H -0.7688 3.2771 -0.3081 0.12
H -1.4636 0.6563 -1.7668 0.13
H -0.5692 1.3488 0.9798 0.16
H -1.9372 0.4557 0.7254 0.16
H -0.4325 -0.1875 0.2133 0.01
C 2.9385 -1.1664 1.1606 -0.15
C 1.6697 -1.9687 1.4237 -0.52
S 0.5510 -1.8923 -0.0089 0.84
C -0.8669 -2.8023 0.6691 -0.36
H 3.5411 -1.1718 2.0674 0.08
H 2.6967 -0.1315 0.9236 0.06
H 3.5250 -1.5704 0.3420 0.08
H 1.1531 -1.5648 2.2921 0.08
H 1.8825 -3.0244 1.5880 0.08
H -0.6043 -3.8524 0.7334 0.04
H -1.1328 -2.4130 1.6457 0.04
H -1.6980 -2.7331 -0.0384 0.04
```

HOMO-LUMO gap ... 9.880 eV
Charge ... +1
LUMO energy ... -3.016 eV

=====

## B
ORCA calculation (ωB97M-V with the def2-TZVPD basis set) on a 2-piece molecular cluster, C6H16NS overall.

Geometry as XYZ:
```
24
Properties=species:S:1:pos:R:3:lowdin_charge:R:1
C 2.4451 -1.1031 0.4363 -0.02
C 1.1767 -0.7016 -1.7241 -0.07
C -0.0350 0.3945 1.7133 -0.07
C -3.0788 0.1063 -0.0931 -0.13
C 1.1039 -0.8247 -0.2272 -0.44
C 0.5280 0.4621 0.3076 -0.56
N -1.8191 0.7553 -0.5938 -0.11
S 0.9290 1.9656 -0.3125 1.04
H 3.1669 -0.3525 0.1155 0.10
H 2.2744 -1.1116 1.5629 0.11
H 2.7251 -2.0956 0.2700 0.08
H 1.9508 0.0496 -1.8748 0.08
H 1.4873 -1.5351 -2.3907 0.12
H 0.2581 -0.4701 -2.0800 0.03
H 0.7848 0.3311 2.4586 0.12
H -0.6245 -0.5665 1.6822 0.12
H -0.5158 1.3028 1.9734 0.06
H -2.6805 -0.9216 0.1258 0.09
H -3.4060 0.5945 0.8363 0.08
H -3.8922 0.3533 -0.7532 0.07
H 0.5239 -1.6179 0.0256 0.11
H -1.7125 0.4917 -1.6404 0.12
H -2.0017 1.8529 -0.5316 0.13
H 0.4123 2.6405 0.7139 -0.06
```

HOMO-LUMO gap ... 8.866 eV
Charge ... +1
LUMO energy ... -4.959 eV

=====

Tell me which of them is the least stable. Sure, it is B.

=====

## A
ORCA calculation (ωB97M-V with the def2-TZVPD basis set) on an isolated ion of composition CH3Br3P and charge +1.

Geometry as XYZ:
```
8
Properties=species:S:1:pos:R:3:lowdin_charge:R:1
C 0.2501 -0.1456 0.0478 -0.29
P 2.1125 -0.2411 0.0445 -0.13
Br 2.7432 -1.2932 1.8221 0.47
Br 2.7675 -1.3772 -1.6845 0.45
Br 3.2742 2.0512 -0.1532 0.28
H -0.4345 -0.9641 -0.2331 0.08
H 0.1391 0.7039 -0.7155 0.08
H 0.1158 0.1980 1.0968 0.06
```

HOMO-LUMO gap ... 8.222 eV
Charge ... +1
LUMO energy ... -7.279 eV

=====

## B
ORCA calculation (ωB97M-V with the def2-TZVPD basis set) on CH3Br3P as an isolated structure.

Geometry as XYZ:
```
8
Properties=species:S:1:pos:R:3:lowdin_charge:R:1
C 0.5280 1.4113 -0.3296 -0.39
P 4.8559 -0.1010 -1.1112 0.20
Br 5.0008 1.4211 0.4590 0.28
Br 1.8142 0.1138 -1.0721 0.59
Br 4.6988 -2.0063 0.1303 0.25
H -0.1426 1.7604 -1.0856 0.03
H 0.8052 2.3298 0.1313 0.04
H 0.1717 0.7970 0.4217 -0.01
```

HOMO-LUMO gap ... 7.170 eV
Charge ... +1
LUMO energy ... -7.666 eV

=====

Tell me which of them is the least stable. Sure, it is B.